No. 1
ORCA calculation (the ωB97M-V functional and the def2-TZVPD basis) on C2H3NO3S as an isolated structure.

```
10
Properties=species:S:1:pos:R:3:forces:R:3:mulliken_charge:R:1
C -1.18149 -0.46796 0.20685 -1.9862 -1.3336 -2.2292 -0.125
O 0.00173 0.80006 1.43983 2.9440 1.7660 0.2779 -0.165
N -1.20999 0.33655 1.16961 -1.7379 -1.0038 0.6117 -0.269
H 0.49993 -1.76896 -0.29217 -0.2335 2.8887 -0.6230 0.266
O 0.55222 1.79316 -0.78922 -1.5683 2.6214 -1.8219 -0.524
O 2.31365 0.67173 0.39717 -1.7887 -0.4415 0.3409 -0.583
C 0.12788 -0.65769 -0.59159 -0.6482 -3.1188 2.7106 -0.362
S 0.90717 0.76682 0.06683 4.3359 -1.6712 1.8159 1.036
H -2.17656 -0.95768 0.04070 1.2734 0.3675 -0.3884 0.373
H 0.16548 -0.51603 -1.64801 -0.5906 -0.0748 -0.6944 0.355
```
Forces are in eV/Å.

The calculation puts the total energy at -20587.075 eV. The calculation puts the energy above the lowest of the compared OMol25 structures with the same formula, charge and spin at 302.1 kJ/mol. Its gap between HOMO and LUMO is 11.74 eV. The LUMO energy is 0.018 hartree. The value obtained for the HOMO energy is -11.25 eV.

---

No. 2
ORCA calculation (the ωB97M-V functional and the def2-TZVPD basis) on C2H3NO3S as an isolated structure.

```
10
Properties=species:S:1:pos:R:3:forces:R:3:mulliken_charge:R:1
O 2.11848 -0.96558 -0.28417 0.1186 -0.1415 0.3540 -0.529
H -0.07024 -1.87300 -0.21149 -0.0040 0.3773 0.1968 0.349
S 2.58390 0.40012 -0.50503 -0.8030 0.8743 0.2377 0.647
H 0.17349 1.28124 -1.82848 -0.4695 -0.0275 0.4638 0.291
O -0.83373 -1.65676 0.35838 0.6612 -0.7793 -0.9758 -0.417
N -0.52526 0.64520 -0.01969 -1.4293 -2.4525 0.6421 -0.154
C -1.03953 -0.37331 0.55003 -0.9512 1.1475 1.9160 0.168
H -1.76580 -0.28770 1.37524 0.3530 0.5809 -0.6331 0.315
C 0.38039 0.98093 -0.78156 2.3745 1.2527 -2.0027 -0.212
O 2.88869 1.24797 0.63129 0.1498 -0.8318 -0.1989 -0.459
```
Forces are in eV/Å.

The calculation puts the total energy at -20587.123 eV. The calculation puts the energy above the lowest of the compared OMol25 structures with the same formula, charge and spin at 297.5 kJ/mol. Its gap between HOMO and LUMO is 7.99 eV. The LUMO energy is -0.020 hartree. The value obtained for the HOMO energy is -8.53 eV.

---

No. 3
ORCA calculation (the ωB97M-V functional and the def2-TZVPD basis) on a 2-piece molecular cluster, C2H3NOS overall.

```
8
Properties=species:S:1:pos:R:3:forces:R:3:mulliken_charge:R:1
S 1.73608 0.09228 -0.91359 -1.1934 -1.2792 1.0179 -0.149
H -1.90670 2.37673 -0.55849 0.4748 -0.3658 0.2986 0.272
H 0.54396 -1.85888 -0.42310 -1.0764 -3.4418 -1.7329 0.332
H 0.54586 -0.79625 0.88229 -1.1881 1.0601 4.1476 0.386
O -2.04922 -0.66279 -0.66272 -0.3180 -1.3317 -0.7853 -0.392
C -1.80474 0.45765 -0.55897 -0.2370 -0.7423 0.8487 0.583
C 0.80338 -0.96915 -0.05723 3.6149 3.5716 -3.4247 -0.594
N -1.45310 1.53794 -0.18821 -0.0768 2.5289 -0.3698 -0.439
```
Forces are in eV/Å.

The calculation puts the total energy at -16493.809 eV. The calculation puts the energy above the lowest of the compared OMol25 structures with the same formula, charge and spin at 134.0 kJ/mol. Its gap between HOMO and LUMO is 8.43 eV. The LUMO energy is -0.016 hartree. The structure (SMILES) is N=C=O.C=S. The value obtained for the HOMO energy is -8.86 eV.

---

No. 4
ORCA calculation (the ωB97M-V functional and the def2-TZVPD basis) on C2H3NOS as an isolated structure.

```
8
Properties=species:S:1:pos:R:3:forces:R:3:mulliken_charge:R:1
H -1.66763 1.56440 -0.61592 2.7412 -2.8358 3.7398 0.403
S 2.29428 -0.06382 -0.25082 -3.2024 -1.5538 1.6179 -0.174
C -0.58198 -0.20271 0.12820 -0.9249 -10.4959 -4.3928 0.421
N -0.78950 1.04610 0.24595 -0.3903 9.1429 -6.1743 -0.612
C 0.91896 -0.81569 0.43598 1.2198 -1.0876 -0.2962 -0.154
O -1.36415 -1.16066 -0.48273 3.9593 5.2918 3.8909 -0.548
H 1.04178 -2.05297 0.99156 -0.7814 4.2569 -1.8283 0.291
H 0.14824 1.68535 -0.45222 -2.6213 -2.7185 3.4431 0.374
```
Forces are in eV/Å.

The calculation puts the total energy at -16489.821 eV. The calculation puts the energy above the lowest of the compared OMol25 structures with the same formula, charge and spin at 518.8 kJ/mol. Its gap between HOMO and LUMO is 8.08 eV. The LUMO energy is -0.048 hartree. The value obtained for the HOMO energy is -9.39 eV.